## P
Density functional theory data (ωB97M-V/def2-TZVPD) for a cluster of 2 separate species, C12H16N2O in total.

```
31
Properties=species:S:1:pos:R:3:lowdin_charge:R:1
C -1.71 2.89 -0.01 -0.04
C -2.03 1.46 0.24 -0.21
C -2.83 0.66 -0.52 -0.08
N -2.62 -0.68 -0.30 0.08
C -1.66 -0.78 0.68 -0.24
C -1.03 -1.86 1.31 -0.05
C -0.26 -1.63 2.43 -0.10
C 0.03 -0.32 2.85 -0.09
C -0.27 0.72 2.00 -0.03
C -1.26 0.51 1.03 -0.15
H -2.52 3.61 -0.05 0.07
H -1.29 2.93 -1.02 0.08
H -0.97 3.24 0.71 0.07
H -3.65 0.95 -1.17 0.12
H -2.82 -1.48 -0.87 0.15
H -1.00 -2.88 0.95 0.10
H 0.21 -2.51 2.82 0.09
H 0.56 -0.13 3.78 0.10
H 0.12 1.70 2.24 0.11
C 2.45 -2.00 -1.50 -0.10
C 1.58 -0.93 -0.88 -0.17
C 2.03 0.51 -0.99 -0.53
N 2.22 0.98 -2.28 0.14
O 2.22 1.26 -0.05 0.06
H 3.29 -1.60 -2.05 0.07
H 1.92 -2.58 -2.26 0.07
H 2.96 -2.69 -0.84 0.07
H 0.51 -1.02 -1.11 0.11
H 1.66 -1.00 0.21 0.11
H 2.55 1.93 -2.33 0.09
H 1.60 0.75 -3.02 0.09
```

The HOMO-LUMO gap comes out at 8.43 eV. The value obtained for the HOMO energy is -0.284 Ha. For the lowest unoccupied orbital energy, the calculation gives 0.690 eV. Its SMILES is Cc1c[nH]c2ccccc12.CCC(N)=O.

=====

## Q
Density functional theory data (ωB97M-V/def2-TZVPD) for a cluster of 2 separate species, C12H16N2O in total.

```
31
Properties=species:S:1:pos:R:3:lowdin_charge:R:1
C 1.62 -0.51 -0.25 -0.09
C 0.67 -0.08 0.87 -0.19
C 1.41 0.25 2.14 -0.28
C 1.12 1.15 3.11 -0.06
N 2.21 1.16 4.00 0.05
C 3.11 0.33 3.43 -0.24
N 2.71 -0.29 2.37 0.10
H 1.85 -1.58 -0.11 0.08
H 2.62 -0.11 -0.08 0.06
H 1.20 -0.44 -1.24 0.03
H 0.13 0.84 0.60 0.11
H -0.13 -0.79 1.06 0.09
H 0.18 1.56 3.46 0.11
H 2.27 1.63 4.88 0.14
H 4.11 0.16 3.80 0.12
C -0.30 1.18 -3.37 -0.05
C -1.18 0.32 -2.51 -0.31
C -2.09 0.90 -1.63 -0.05
C -2.84 0.13 -0.75 -0.01
C -2.51 -1.24 -0.60 -0.34
O -3.11 -1.91 0.43 0.01
C -1.72 -1.87 -1.55 -0.01
C -1.04 -1.04 -2.44 -0.08
H 0.75 1.11 -3.06 0.08
H -0.44 2.25 -3.17 0.07
H -0.55 0.97 -4.41 0.08
H -2.30 1.96 -1.62 0.11
H -3.60 0.53 -0.10 0.11
H -2.51 -2.15 1.18 0.12
H -1.49 -2.93 -1.53 0.12
H -0.18 -1.48 -2.94 0.12
```

The HOMO-LUMO gap comes out at 9.37 eV. The value obtained for the HOMO energy is -0.317 Ha. For the lowest unoccupied orbital energy, the calculation gives 0.749 eV. Its SMILES is CCc1c[nH]cn1.Cc1ccc(O)cc1.

=====

## R
Density functional theory data (ωB97M-V/def2-TZVPD) for a cluster of 2 separate species, C12H16N2O in total.

```
31
Properties=species:S:1:pos:R:3:lowdin_charge:R:1
C 1.33 -2.06 0.87 -0.04
C 0.88 -1.71 -0.50 -0.23
C 1.53 -0.91 -1.40 -0.12
N 0.71 -0.27 -2.32 0.07
C -0.63 -0.77 -2.00 -0.19
C -1.81 -0.26 -2.40 -0.07
C -2.95 -0.66 -1.73 -0.08
C -2.79 -1.77 -0.82 -0.11
C -1.65 -2.23 -0.27 -0.03
C -0.50 -1.66 -0.88 -0.13
H 1.93 -1.29 1.29 0.04
H 1.78 -3.00 0.85 0.05
H 0.48 -2.12 1.64 0.11
H 2.57 -0.68 -1.19 0.12
H 0.96 -0.10 -3.30 0.15
H -1.72 0.60 -3.12 0.13
H -3.98 -0.42 -1.96 0.09
H -3.75 -2.06 -0.34 0.10
H -1.57 -3.07 0.35 0.09
C 1.07 2.50 0.07 -0.11
C 1.41 2.54 1.56 -0.24
C 1.02 1.36 2.39 -0.53
N -0.40 1.40 2.63 0.12
O 1.67 0.44 2.76 0.08
H 0.02 2.84 -0.11 0.07
H 1.41 1.31 -0.20 0.12
H 1.80 3.12 -0.70 0.12
H 2.40 2.96 1.78 0.12
H 0.81 3.38 1.97 0.11
H -0.93 0.56 2.88 0.10
H -1.11 2.01 2.20 0.09
```

The HOMO-LUMO gap comes out at 8.57 eV. The value obtained for the HOMO energy is -0.286 Ha. For the lowest unoccupied orbital energy, the calculation gives 0.788 eV. Its SMILES is Cc1c[nH]c2ccccc12.CCC(N)=O.

=====

Which structure is most stable? P, by 0.0226 hartree over the runner-up.

=====

## P
Density functional theory data (ωB97M-V/def2-TZVPD) for an isolated molecule of C6H5BrN2S.

```
15
Properties=species:S:1:pos:R:3:lowdin_charge:R:1
C 0.38 0.43 1.23 -0.09
C 0.99 -0.60 0.62 -0.15
C -0.40 -1.65 -2.65 -0.23
C -0.14 -0.68 -1.60 -0.11
C -2.04 0.68 0.24 -0.48
C -0.77 1.23 0.56 -0.41
N 0.23 -2.75 -2.47 -0.42
N 0.67 -0.95 -0.71 -0.14
S 1.25 -2.99 -1.29 0.83
Br -2.41 -0.96 1.02 0.70
H 0.54 0.74 2.22 0.08
H 1.83 -1.20 0.82 0.09
H -1.18 -1.53 -3.24 0.05
H -0.85 2.17 1.19 0.13
H -0.31 1.68 -0.40 0.14
```

The HOMO-LUMO gap (spin up / spin down) comes out at 7.65 / 7.65 eV. The value obtained for the HOMO energy (spin up / spin down) is -0.312 / -0.312 Ha. For the lowest unoccupied orbital energy (spin up / spin down), the calculation gives -0.838 / -0.837 eV.

=====

## Q
Density functional theory data (ωB97M-V/def2-TZVPD) for an isolated molecule of C6H5BrN2S.

```
15
Properties=species:S:1:pos:R:3:lowdin_charge:R:1
S -2.87 2.04 -0.02 0.72
N -1.49 2.82 0.18 -0.48
C -0.31 2.43 0.56 -0.23
C -0.21 1.02 0.65 -0.10
N -1.11 0.25 0.35 0.01
C -1.14 -0.87 -0.38 -0.18
C -0.21 -1.80 -0.66 -0.10
C 1.19 -1.75 -0.30 -0.15
C 1.76 -0.59 0.24 -0.55
Br 3.62 -0.45 0.48 0.69
H 0.37 3.21 0.93 0.11
H -2.14 -1.07 -0.82 0.11
H -0.54 -2.81 -1.20 0.15
H 1.77 -2.64 -0.55 0.10
H 1.30 0.21 0.53 -0.11
```

The HOMO-LUMO gap (spin up / spin down) comes out at 7.07 / 7.04 eV. The value obtained for the HOMO energy (spin up / spin down) is -0.297 / -0.296 Ha. For the lowest unoccupied orbital energy (spin up / spin down), the calculation gives -1.018 / -1.024 eV. Its SMILES is S=NC=C=N/C=C\C=C\Br.

=====

Which structure is most stable? Q, by 0.0584 hartree over the runner-up.

=====

## P
Density functional theory data (ωB97M-V/def2-TZVPD) for an isolated molecule of C6H9NS.

```
17
Properties=species:S:1:pos:R:3:lowdin_charge:R:1
N -2.32 0.32 -0.12 0.02
C -1.05 -0.24 0.26 -0.47
C -0.22 -0.63 -1.04 -0.22
C 1.05 0.13 -1.17 -0.48
C 1.95 -0.37 -0.02 -0.17
C 1.31 -0.06 1.16 -0.12
C -0.13 0.76 0.88 -0.55
S 0.61 1.77 -0.35 0.89
H -2.74 0.68 0.81 0.11
H -2.20 1.13 -0.70 0.05
H -1.25 -0.93 1.07 0.14
H 0.03 -1.74 -0.72 0.13
H -0.92 -0.95 -2.05 0.18
H 1.61 0.47 -2.19 0.15
H 2.82 -0.97 0.25 0.09
H 1.84 -0.59 2.04 0.11
H -0.40 1.22 1.89 0.13
```

The HOMO-LUMO gap comes out at 8.96 eV. The value obtained for the HOMO energy is -0.298 Ha. For the lowest unoccupied orbital energy, the calculation gives 0.867 eV. Its SMILES is N[C@H]1C[C@@H]2C=C[C@H]1S2.

=====

## Q
Density functional theory data (ωB97M-V/def2-TZVPD) for an isolated molecule of C6H9NS.

```
17
Properties=species:S:1:pos:R:3:lowdin_charge:R:1
H -0.19 3.25 0.39 0.05
N 0.54 2.65 0.00 0.11
C 0.35 1.39 0.04 -0.35
C 1.34 0.45 -0.50 -0.17
C 0.67 -0.89 -1.00 -0.18
C -0.11 -1.67 0.18 -0.21
C -1.20 -0.75 0.63 -0.62
S -2.18 0.22 -0.57 0.82
C -1.08 0.69 0.82 -0.41
H 1.86 0.85 -1.38 0.11
H 2.14 0.53 0.34 0.16
H -0.10 -0.75 -1.85 0.11
H 1.48 -1.64 -1.18 0.10
H -0.30 -2.66 -0.15 0.10
H 0.39 -1.72 1.18 0.13
H -1.96 -1.22 1.47 0.16
H -1.65 1.28 1.58 0.10
```

The HOMO-LUMO gap comes out at 9.37 eV. The value obtained for the HOMO energy is -0.314 Ha. For the lowest unoccupied orbital energy, the calculation gives 0.836 eV. Its SMILES is [H]/N=C1/CCC[C@@H]2S[C@H]12.

=====

Which structure is most stable? Q, by 0.0470 hartree over the runner-up.

=====

## P
Density functional theory data (ωB97M-V/def2-TZVPD) for an isolated molecule of C6H9NS.

```
17
Properties=species:S:1:pos:R:3:lowdin_charge:R:1
C 0.20 0.06 -2.24 -0.10
C -0.13 0.18 -0.83 -0.62
S -0.97 1.74 -0.33 0.90
C 0.58 1.09 0.22 -0.48
C 0.65 0.41 1.66 -0.11
C -0.16 -0.81 1.46 -0.32
N -1.55 -0.84 1.15 0.07
C -0.57 -1.02 0.02 -0.19
H -0.59 -0.44 -2.78 0.08
H 1.03 -0.57 -2.45 0.07
H 0.50 1.10 -2.59 0.11
H 1.43 1.76 -0.05 0.11
H 1.69 0.02 1.67 0.13
H 0.36 0.94 2.53 0.11
H 0.13 -1.72 1.89 0.12
H -1.85 0.07 1.15 -0.01
H -0.75 -1.97 -0.47 0.14
```

The HOMO-LUMO gap comes out at 9.34 eV. The value obtained for the HOMO energy is -0.312 Ha. For the lowest unoccupied orbital energy, the calculation gives 0.844 eV. Its SMILES is C[C@]12S[C@H]1C[C@H]1N[C@H]12.

=====

## Q
Density functional theory data (ωB97M-V/def2-TZVPD) for an isolated molecule of C6H9NS.

```
17
Properties=species:S:1:pos:R:3:lowdin_charge:R:1
C -0.54 -0.89 -0.29 -0.52
C 1.74 0.68 0.36 -0.55
C -1.36 -1.52 0.67 0.13
C 2.29 1.84 0.58 -0.11
C 0.61 -1.62 -0.74 -0.39
C -1.66 1.10 -0.26 -0.15
N -0.59 0.36 -0.79 0.02
S 2.20 -0.84 -0.02 0.93
H -2.21 -1.10 1.15 0.05
H -1.17 -2.53 0.76 0.04
H 3.30 1.99 0.28 0.03
H 1.86 2.75 1.18 0.09
H 0.74 -2.69 -0.58 0.07
H 0.58 -1.59 -1.91 0.12
H -1.30 1.82 0.48 0.09
H -2.07 1.73 -1.11 0.10
H -2.43 0.51 0.24 0.06
```

The HOMO-LUMO gap (spin up / spin down) comes out at 6.45 / 8.31 eV. The value obtained for the HOMO energy (spin up / spin down) is -0.277 / -0.315 Ha. For the lowest unoccupied orbital energy (spin up / spin down), the calculation gives -1.081 / -0.264 eV.

=====

## R
Density functional theory data (ωB97M-V/def2-TZVPD) for a structure of composition C6H9NS.

```
17
Properties=species:S:1:pos:R:3:lowdin_charge:R:1
C -0.19 0.18 1.85 -0.08
C -0.13 0.11 0.23 -0.56
C -1.36 0.70 -0.52 -0.16
C 0.57 1.15 -0.59 -0.89
C 0.14 -1.38 -0.27 -0.15
C 1.41 -1.80 -0.63 -0.04
H 0.25 1.40 2.25 0.15
H 0.75 -0.63 2.34 0.14
H -1.40 -0.18 1.99 0.12
H -1.95 1.27 0.32 0.13
H -2.04 -0.15 -0.95 0.12
H -0.44 2.17 -2.27 0.19
H -1.14 -1.99 -0.44 0.20
H 1.38 -2.93 -0.76 0.05
H 2.51 -1.21 -0.52 0.12
N -0.48 1.52 -1.41 0.04
S 2.09 1.77 -0.60 0.61
```

The HOMO-LUMO gap comes out at 8.99 eV. The value obtained for the HOMO energy is -0.306 Ha. For the lowest unoccupied orbital energy, the calculation gives 0.664 eV.

=====

Which structure is most stable? P, by 0.1202 hartree over the runner-up.